A structure of composition C5H17IN2Zn in a non-equilibrium geometry. Source: the Open Molecules 2025 dataset; level of theory: ωB97M-V/def2-TZVPD.

```
26
C5H17IN2Zn ωB97M-V/def2-TZVPD
C -2.10 0.34 -1.95
C -0.86 -1.33 2.61
H -2.87 0.39 -2.73
H -1.65 -0.65 -1.89
H -1.36 1.14 -2.14
H -0.23 -0.77 3.32
H -1.87 -1.36 3.03
H -0.50 -2.37 2.57
Zn -1.11 -0.66 0.78
C -0.39 -2.13 -0.45
H 0.03 -2.87 0.25
H 0.44 -1.71 -1.05
H -1.14 -2.61 -1.08
I -3.15 0.83 -0.10
N 1.66 0.08 -1.38
C 2.19 1.04 -0.42
C 1.11 1.87 0.23
N 0.28 1.04 1.13
H 2.42 -0.30 -1.93
H 1.02 0.54 -2.02
H 2.76 0.50 0.34
H 2.88 1.74 -0.92
H 1.57 2.67 0.81
H 0.44 2.30 -0.52
H 0.85 0.63 1.87
H -0.40 1.63 1.62
```

Frontier orbital gap: 6.77 eV
Max |F|: 2.08 eV Å⁻¹
2S+1: 1